58
Properties=species:S:1:pos:R:3:nbo_charge:R:1 method="wB97M-V/def2-TZVPD" multiplicity=4 largest_force_ev_per_a=3.6 e_tot_ev=-74128.807 e_homo_ev="-7.4 / -8.7" orbital_gap_ev="7.5 / 8.7"
V 0.551 0.879 0.210 1.3223
C 0.638 -1.940 -1.716 0.3382
O -0.573 -2.099 -0.957 -0.5771
O 1.202 -0.764 -1.215 -0.9227
C 1.444 -3.289 -1.683 0.9217
F 1.460 -3.813 -0.512 -0.3184
F 0.779 -4.221 -2.388 -0.3503
F 2.687 -3.277 -2.181 -0.3231
C -1.720 -2.733 -1.574 -0.0688
C -2.796 -2.816 -0.489 -0.6197
H -2.464 -3.482 0.307 0.2086
H -3.052 -1.843 -0.070 0.1949
H -3.708 -3.287 -0.857 0.2183
H -1.583 -3.761 -1.909 0.1943
H -2.187 -2.096 -2.325 0.1648
H 0.469 -1.826 -2.787 0.1303
B -0.601 3.009 2.552 1.3267
F 0.260 3.955 2.918 -0.5458
F -0.373 2.459 1.272 -0.5656
F -0.393 1.981 3.421 -0.5618
F -1.865 3.513 2.747 -0.5511
C -1.532 1.500 -2.470 -0.0908
C -2.337 2.783 -2.890 -0.0975
O -3.758 2.678 -2.760 -0.7114
O -1.378 1.486 -1.042 -0.7176
H -0.522 1.544 -2.879 0.2067
H -2.119 0.652 -2.824 0.1739
H -2.168 3.081 -3.925 0.1693
H -1.964 3.620 -2.300 0.1868
H -4.037 2.173 -3.528 0.4656
H -2.284 1.403 -0.736 0.4909
C 2.853 3.100 0.501 -0.0911
C 2.610 2.785 -1.010 -0.0811
O 1.216 2.572 -1.223 -0.7292
O 2.264 2.057 1.213 -0.7160
H 2.592 4.103 0.838 0.1953
H 3.936 3.114 0.629 0.1720
H 3.275 1.976 -1.311 0.2050
H 2.813 3.632 -1.666 0.1831
H 0.872 3.384 -1.603 0.5032
H 2.810 1.958 1.996 0.5106
C -1.289 -2.127 2.953 -0.6193
C -0.302 -1.077 2.423 -0.0724
C 1.050 -1.696 2.159 -0.0666
O 1.815 -0.690 1.545 -0.5441
C 3.118 -1.093 1.313 -0.2435
N -0.948 -0.432 1.217 -0.8916
H -0.922 -2.646 3.839 0.2154
H -1.552 -2.908 2.240 0.2044
H -2.253 -1.639 3.098 0.2142
H -0.144 -0.284 3.153 0.2404
H 1.007 -2.630 1.598 0.1949
H 1.509 -1.934 3.118 0.1815
H 3.667 -1.332 2.224 0.1680
H 3.675 -0.402 0.679 0.1980
H 3.159 -2.019 0.740 0.1882
H -1.878 -0.093 1.419 0.3768
H -1.033 -1.145 0.508 0.4122



12
Properties=species:S:1:pos:R:3:nbo_charge:R:1 method="wB97M-V/def2-TZVPD" largest_force_ev_per_a=5.3 e_tot_ev=-10715.487 e_homo_ev="-8.7 / -8.7" smiles="C/C(=N/N)ON=O" orbital_gap_ev="8.1 / 8.1"
C -0.353 1.401 -0.137 -0.6388
C -0.254 -0.047 -0.360 0.4522
N 0.693 -0.697 0.206 -0.2593
N 0.611 -2.050 0.085 -0.6511
O -1.341 -0.413 -1.123 -0.4660
N -1.883 -1.604 -1.754 0.3952
O -2.832 -1.295 -2.362 -0.2154
H -1.058 1.694 0.779 0.2139
H -0.830 2.022 -0.869 0.2285
H 0.498 1.869 0.053 0.2267
H -0.219 -2.418 -0.340 0.3453
H 0.863 -2.482 0.947 0.3688



14
Properties=species:S:1:pos:R:3:nbo_charge:R:1 method="wB97M-V/def2-TZVPD" largest_force_ev_per_a=1.4 e_tot_ev=-9736.355 e_homo_ev=-8.7 orbital_gap_ev=9.1
C -1.737 -0.237 -0.412 -0.2628
C 0.778 0.076 1.183 0.4703
N 1.585 0.325 -1.937 -0.5477
C 0.286 -0.082 2.383 -0.6143
O -0.567 0.520 -0.425 -0.5800
N 1.593 -0.032 0.231 -0.3850
N 0.976 -0.312 -0.964 0.1623
H 1.221 0.122 -2.856 0.3874
H 1.928 1.265 -1.753 0.3710
H -2.555 0.308 0.077 0.1897
H -2.063 -0.457 -1.437 0.1643
H -1.656 -1.205 0.104 0.1618
H 0.541 -0.963 2.956 0.2441
H -0.328 0.673 2.849 0.2389



Repeat the second record exactly.
12
Properties=species:S:1:pos:R:3:nbo_charge:R:1 method="wB97M-V/def2-TZVPD" largest_force_ev_per_a=5.3 e_tot_ev=-10715.487 e_homo_ev="-8.7 / -8.7" smiles="C/C(=N/N)ON=O" orbital_gap_ev="8.1 / 8.1"
C -0.353 1.401 -0.137 -0.6388
C -0.254 -0.047 -0.360 0.4522
N 0.693 -0.697 0.206 -0.2593
N 0.611 -2.050 0.085 -0.6511
O -1.341 -0.413 -1.123 -0.4660
N -1.883 -1.604 -1.754 0.3952
O -2.832 -1.295 -2.362 -0.2154
H -1.058 1.694 0.779 0.2139
H -0.830 2.022 -0.869 0.2285
H 0.498 1.869 0.053 0.2267
H -0.219 -2.418 -0.340 0.3453
H 0.863 -2.482 0.947 0.3688